[1]
The following is a quantum chemistry calculation of the molecule C4H3F3O3S at a distorted geometry, from OMol25.

Properties
HOMO (eV): -11.25
Gap between HOMO and LUMO (eV): 11.436
Total charge: 0
LUMO energy (eV): 0.2
Calculated total energy (eV): -29324.3661
Relative energy (zero: lowest compared OMol25 entry of this formula, charge and spin) (kJ/mol): 31.9

```
14
C4H3F3O3S, DFT ωB97M-V/def2-TZVPD
O -1.9796 -2.1424 0.8939
S -1.7068 -1.5563 -0.3315
O -2.2038 -2.1436 -1.4732
C 0.0369 -1.1736 -0.4721
C 0.2127 0.1074 -0.1723
C -0.9425 0.9855 0.1442
C -1.0681 2.2336 -0.7456
F -0.0234 3.1035 -0.3944
F -0.8481 1.8805 -2.0305
F -2.1656 3.0017 -0.5907
O -2.1843 -0.0138 -0.3448
H 0.9264 -1.6309 -0.8674
H 1.2819 0.4051 0.0522
H -0.9658 1.1858 1.2953
```

---

[2]
The following is a quantum chemistry calculation of the molecule C4H3FO at a distorted geometry, from OMol25.

Properties
HOMO (eV): -8.40
Gap between HOMO and LUMO (eV): 9.025
Total charge: 0
LUMO energy (eV): 0.6
Calculated total energy (eV): -8957.1394
Relative energy (zero: lowest compared OMol25 entry of this formula, charge and spin) (kJ/mol): 307.5

```
9
C4H3FO, DFT ωB97M-V/def2-TZVPD
C -0.9707 -0.5227 -0.0263
C -2.2035 -0.0680 -0.0463
C -0.9087 1.7598 -0.0151
C 0.0250 0.6076 0.0476
O -1.1116 2.8774 -0.0282
F -3.3637 -0.7319 0.0728
H -0.8544 -1.6626 -0.1391
H 0.4264 0.4840 1.0729
H 0.6628 0.7293 -0.8621
```